No. 1
This record from OMol25 describes a molecular structure, CH2FOPS in a non-equilibrium geometry. The level of theory is ωB97M-V with the def2-TZVPD basis set.

Gap between HOMO and LUMO (spin up / spin down) in eV: 9.12 / 7.47
Energy relative to the best compared isomer or geometry (same formula, charge and spin) in kJ/mol: 585.36
Total charge: 0

Geometry as XYZ:
```
7
Properties=species:S:1:pos:R:3:lowdin_charge:R:1
C -1.65237 -0.47619 0.18629 -0.150
O 2.53151 0.26697 0.92373 -0.548
F 1.62135 1.39984 -1.41742 -0.484
P 0.45644 -1.31293 -0.64679 0.625
S 1.29426 0.56466 0.18147 0.599
H -2.58406 -1.11256 0.34313 -0.027
H -1.66713 0.67021 0.42959 -0.014
```

***

No. 2
This record from OMol25 describes 2 unconnected molecules or ions with the total composition CH2FPS in a non-equilibrium geometry. The level of theory is ωB97M-V with the def2-TZVPD basis set.

Gap between HOMO and LUMO (spin up / spin down) in eV: 7.17 / 7.16
Energy relative to the best compared isomer or geometry (same formula, charge and spin) in kJ/mol: 301.82
Total charge: 0

Geometry as XYZ:
```
6
Properties=species:S:1:pos:R:3:lowdin_charge:R:1
C -1.03412 -0.00198 0.16946 -0.484
F -0.79316 -1.53496 2.08925 -0.396
P -1.30822 -1.62489 0.56544 0.849
S -3.62310 0.41386 -0.67584 0.047
H -0.60799 0.68847 0.93980 0.035
H -1.04812 0.18136 -0.90080 -0.052
```

***

No. 3
This record from OMol25 describes CH2FPS in the gas phase in a non-equilibrium geometry. The level of theory is ωB97M-V with the def2-TZVPD basis set.

Gap between HOMO and LUMO in eV: 8.64
Energy relative to the best compared isomer or geometry (same formula, charge and spin) in kJ/mol: 52.37
SMILES string: C=P(F)=S
Total charge: 0

Geometry as XYZ:
```
6
Properties=species:S:1:pos:R:3:lowdin_charge:R:1
C -0.35114 -0.19803 -0.01393 -0.256
P -1.41156 -1.08390 -0.95015 0.315
F -1.40396 -2.50532 -0.01930 -0.343
S -2.95740 -0.97827 -2.04732 0.251
H 0.34672 -0.77083 0.55414 -0.013
H 0.25451 0.73706 -0.30804 0.047
```

***

No. 4
This record from OMol25 describes a molecular structure, CH2HoLiO in a non-equilibrium geometry. The level of theory is ωB97M-V with the def2-TZVPD basis set.

Gap between HOMO and LUMO (spin up / spin down) in eV: 7.17 / 7.21
Spin multiplicity: 5
Total charge: +2

Geometry as XYZ:
```
6
Properties=species:S:1:pos:R:3:lowdin_charge:R:1
C -0.46532 0.38758 0.19538 -0.367
O 0.12974 -0.73929 0.27212 -0.352
H 0.20343 1.26694 0.36506 0.021
Ho -2.56185 0.05815 1.60257 1.715
Li 1.52795 -1.36587 -0.91395 0.810
H 1.16604 0.39248 -1.52118 0.173
```

***

No. 5
This record from OMol25 describes CH2I2O in the gas phase in a non-equilibrium geometry. The level of theory is ωB97M-V with the def2-TZVPD basis set.

Gap between HOMO and LUMO in eV: 8.97
Energy relative to the best compared isomer or geometry (same formula, charge and spin) in kJ/mol: 54.46
SMILES string: OC(I)I
Total charge: 0

Geometry as XYZ:
```
6
Properties=species:S:1:pos:R:3:lowdin_charge:R:1
O 0.69804 -0.12365 0.21106 -0.253
C -0.79329 0.22363 -0.08304 -1.157
I -1.01018 2.17199 -1.19436 0.635
I -1.80969 0.02483 1.78229 0.751
H 0.94696 0.39902 0.95011 0.009
H -1.18810 -0.66455 -0.64789 0.014
```

***

No. 6
This record from OMol25 describes a molecular structure, CH2I3P in a non-equilibrium geometry. The level of theory is ωB97M-V with the def2-TZVPD basis set.

Gap between HOMO and LUMO (spin up / spin down) in eV: 7.27 / 6.17
Energy relative to the best compared isomer or geometry (same formula, charge and spin) in kJ/mol: 165.80
Total charge: 0

Geometry as XYZ:
```
7
Properties=species:S:1:pos:R:3:lowdin_charge:R:1
C 0.11630 -0.39647 -0.48737 -1.847
P 0.57902 0.91012 0.78463 0.565
I 1.50519 -1.96637 -0.58313 0.662
I -1.44066 -1.65858 1.69877 0.134
I -1.09064 0.01290 -2.13758 0.732
H -0.84661 1.22540 0.71266 -0.109
H 1.17739 1.87299 0.01203 -0.137
```

***

No. 7
This record from OMol25 describes 2 unconnected molecules or ions with the total composition CH2I4N2P in a non-equilibrium geometry. The level of theory is ωB97M-V with the def2-TZVPD basis set.

Gap between HOMO and LUMO in eV: 7.13
Energy relative to the best compared isomer or geometry (same formula, charge and spin) in kJ/mol: 0.00
Total charge: +1

Geometry as XYZ:
```
10
Properties=species:S:1:pos:R:3:lowdin_charge:R:1
C -0.20592 0.03853 -0.52835 -0.357
N -1.46386 -0.13408 -0.69619 -0.363
N 0.35350 0.16585 0.65335 -0.452
P -2.99530 0.02408 -0.89454 0.560
I -1.14706 -2.90873 2.92060 0.079
I 2.35512 0.31402 1.00720 0.943
I -1.72008 -0.39904 3.63492 0.141
I -3.82137 -2.24343 -0.86288 0.402
H 0.44235 0.05779 -1.40077 0.138
H -0.24068 0.17007 1.48642 -0.090
```

***

No. 8
This record from OMol25 describes CH2IN in the gas phase in a non-equilibrium geometry. The level of theory is ωB97M-V with the def2-TZVPD basis set.

Gap between HOMO and LUMO (spin up / spin down) in eV: 7.88 / 7.88
Energy relative to the best compared isomer or geometry (same formula, charge and spin) in kJ/mol: 419.74
SMILES string: [H]/N=C/I
Total charge: 0

Geometry as XYZ:
```
5
Properties=species:S:1:pos:R:3:lowdin_charge:R:1
H -1.60399 0.62949 -0.05312 -0.107
N -0.74944 1.12197 -0.08164 -0.021
C 0.34212 -0.33238 -0.08306 -0.720
I 2.35929 -0.18686 -0.02939 0.818
H -0.34798 -1.23222 0.24720 0.030
```

***

No. 9
This record from OMol25 describes CH2INO3 in the gas phase in a non-equilibrium geometry. The level of theory is ωB97M-V with the def2-TZVPD basis set.

Gap between HOMO and LUMO in eV: 10.17
Energy relative to the best compared isomer or geometry (same formula, charge and spin) in kJ/mol: 23.99
SMILES string: O=[N+]([O-])OCI
Total charge: 0

Geometry as XYZ:
```
8
Properties=species:S:1:pos:R:3:lowdin_charge:R:1
O 1.53351 0.42193 -0.84910 0.117
N 0.96575 1.12282 -0.08968 -0.378
O 1.29350 2.15791 0.43028 0.139
O -0.37328 0.58380 0.33396 -0.195
C -0.70112 -0.78810 -0.04077 -0.741
I -2.00467 -1.54336 1.38114 0.882
H -1.04986 -0.56365 -1.06557 0.070
H 0.33618 -1.39135 -0.10025 0.107
```

***

No. 10
This record from OMol25 describes a molecular structure, CH2INO3S in a non-equilibrium geometry. The level of theory is ωB97M-V with the def2-TZVPD basis set.

Gap between HOMO and LUMO (spin up / spin down) in eV: 7.82 / 7.82
Energy relative to the best compared isomer or geometry (same formula, charge and spin) in kJ/mol: 317.36
Total charge: 0

Geometry as XYZ:
```
9
Properties=species:S:1:pos:R:3:lowdin_charge:R:1
C 0.37309 0.04616 0.20471 -0.700
N 0.49694 -1.16046 0.99524 -0.422
O -0.49371 -1.91857 0.94964 -0.086
O 1.68054 -1.89402 -1.59350 -0.311
O 3.08741 -2.25084 0.38410 -0.321
S 1.90833 -1.69809 -0.19366 0.645
I 2.25091 1.00474 0.20350 1.053
H -0.43293 0.66655 0.61044 0.083
H 0.13364 -0.17250 -0.84729 0.058
```